No. 1
DFT (ωB97M-V/def2-TZVPD) results for a structure of composition C6H9Br2NO in a non-equilibrium geometry.

Atoms and positions in Å:
C  2.470  1.039  1.081
C  1.521  -0.160  -0.770
C  0.582  1.535  0.688
C  0.215  0.305  -0.011
C  -0.899  0.414  -1.040
C  -0.147  -0.689  1.228
N  2.717  0.245  -0.009
O  3.011  1.480  2.051
Br  0.828  3.150  -0.292
Br  4.345  -0.775  -0.283
H  1.469  -1.292  -0.905
H  1.573  0.323  -1.772
H  0.193  1.668  1.697
H  -0.948  -0.495  -1.531
H  -0.581  1.249  -1.604
H  -1.938  0.628  -0.698
H  0.814  -0.738  1.703
H  -0.420  -1.689  0.993
H  -0.781  -0.341  1.935

As for the max |F|: 4.63 eV/A. As for the spin multiplicity: 1. The lowest unoccupied orbital energy is -0.72 eV. For the HOMO energy, the calculation gives -8.831 eV. The charge is 0. The value obtained for the energy above the lowest of the compared OMol25 structures with the same formula, charge and spin is 10.1 kcal per mole. The frontier orbital gap comes out at 8.114 eV. Its energy is -5511.9615 hartree.


No. 2
DFT (ωB97M-V/def2-TZVPD) results for a structure of composition C6H9BrClN3 in a non-equilibrium geometry.

Atoms and positions in Å:
C  -0.780  -1.785  -1.651
C  1.323  1.912  -0.389
C  0.848  1.752  1.023
C  -0.393  -0.336  -1.530
C  1.187  0.587  0.192
C  -0.685  -1.301  1.760
N  -0.763  -2.316  -0.461
N  0.067  -0.294  -0.253
N  -0.157  -1.555  0.390
Cl  -1.258  -2.466  -3.168
Br  -2.703  0.677  -1.500
H  0.494  2.034  -1.135
H  2.314  2.188  -0.739
H  1.516  1.993  1.861
H  -0.207  1.978  1.252
H  -0.107  0.377  -2.272
H  1.996  0.056  0.454
H  -1.578  -0.559  1.647
H  -1.086  -2.256  2.171
H  -0.026  -0.684  2.347

As for the max |F|: 3.82 eV/A. As for the spin multiplicity: 1. The lowest unoccupied orbital energy (spin up / spin down) is -0.29 / -0.29 eV. For the HOMO energy (spin up / spin down), the calculation gives -8.081 / -8.082 eV. The charge is 0. The value obtained for the energy above the lowest of the compared OMol25 structures with the same formula, charge and spin is 41.4 kcal per mole. The frontier orbital gap (spin up / spin down) comes out at 7.789 / 7.790 eV. Its energy is -3432.3657 hartree.


No. 3
DFT (ωB97M-V/def2-TZVPD) results for the ion C6H9BrNS with charge +1 in a non-equilibrium geometry.

Atoms and positions in Å:
C  0.631  1.938  0.468
C  0.099  1.382  1.678
C  0.748  1.194  -0.671
C  -0.465  0.188  1.642
C  0.050  -0.069  -0.881
C  -0.865  -0.394  0.293
N  0.888  -1.233  -1.090
S  -1.043  -2.236  0.581
Br  -2.759  0.412  -0.074
H  1.065  2.982  0.512
H  0.273  1.845  2.621
H  1.188  1.494  -1.617
H  -0.858  -0.180  2.598
H  -0.526  -0.120  -1.776
H  1.458  -1.191  -1.993
H  0.359  -2.059  -1.316
H  1.555  -1.564  -0.418
H  -1.797  -2.389  -0.558

As for the max |F|: 5.28 eV/A. As for the spin multiplicity: 1. The lowest unoccupied orbital energy is -4.52 eV. For the HOMO energy, the calculation gives -13.010 eV. The charge is +1. The value obtained for the energy above the lowest of the compared OMol25 structures with the same formula, charge and spin is 10.6 kcal per mole. The frontier orbital gap comes out at 8.493 eV. The structure (SMILES) is [NH3+][C@@H]1C=CC=C[C@@]1(S)Br. Its energy is -3260.6620 hartree.


No. 4
DFT (ωB97M-V/def2-TZVPD) results for the molecule C6H9BrO2 in a non-equilibrium geometry.

Atoms and positions in Å:
C  -0.271  0.116  1.453
C  -1.684  -1.035  -0.051
C  -0.398  -0.944  -0.858
C  0.379  0.267  0.111
C  1.843  0.074  0.316
C  -0.101  1.570  -0.546
O  0.095  0.429  2.550
O  -1.410  -0.611  1.308
Br  0.655  -2.661  -0.835
H  -2.501  -0.568  -0.696
H  -2.203  -1.994  0.166
H  -0.401  -0.575  -1.855
H  2.046  -0.636  1.159
H  2.351  0.941  0.670
H  2.442  -0.160  -0.551
H  0.309  1.710  -1.603
H  -0.002  2.434  0.066
H  -1.149  1.644  -0.803

As for the max |F|: 4.25 eV/A. As for the spin multiplicity: 1. The lowest unoccupied orbital energy is 0.62 eV. For the HOMO energy, the calculation gives -10.221 eV. The charge is 0. The value obtained for the energy above the lowest of the compared OMol25 structures with the same formula, charge and spin is 2.2 kcal per mole. The frontier orbital gap comes out at 10.836 eV. The structure (SMILES) is CC1(C)C(=O)OC[C@@H]1Br. Its energy is -2958.4885 hartree.


No. 5
DFT (ωB97M-V/def2-TZVPD) results for a structure of composition C6H9CeCl2NdO3P in a non-equilibrium geometry.

Atoms and positions in Å:
Ce  0.256  -1.007  -4.909
Nd  -0.712  0.228  -0.341
Cl  -1.073  0.653  -3.367
Cl  1.370  -0.759  -1.498
C  -1.265  -1.953  0.739
C  -0.339  0.038  -6.989
C  0.209  -2.529  -7.140
O  -1.465  -2.893  1.415
O  -0.576  0.065  -8.158
O  -0.053  -2.588  -8.396
C  1.057  2.172  3.019
P  0.250  0.794  2.203
C  1.251  -0.576  2.882
C  -1.459  0.876  2.866
H  2.144  2.143  2.849
H  0.751  1.842  4.032
H  0.558  3.094  2.718
H  0.822  -0.727  3.916
H  1.183  -1.436  2.174
H  2.332  -0.166  2.937
H  -1.289  1.083  3.948
H  -1.952  1.732  2.331
H  -1.999  -0.086  2.768

As for the max |F|: 14.20 eV/A. As for the spin multiplicity: 5. The lowest unoccupied orbital energy (spin up / spin down) is -16.32 / -16.19 eV. For the HOMO energy (spin up / spin down), the calculation gives -21.754 / -21.698 eV. The expectation value of S² is 6.021. The charge is +4. The value obtained for the energy above the lowest of the compared OMol25 structures with the same formula, charge and spin is 32.0 kcal per mole. The frontier orbital gap (spin up / spin down) comes out at 5.431 / 5.507 eV. Its energy is -2756.3325 hartree.


No. 6
DFT (ωB97M-V/def2-TZVPD) results for a cluster of 2 separate species, C6H9Cl3OSi2 in total in a non-equilibrium geometry.

Atoms and positions in Å:
C  1.510  -3.575  -0.454
C  1.441  -2.537  0.176
C  -2.119  -0.854  -0.140
C  -2.788  0.275  0.041
C  3.825  1.845  0.157
C  1.901  0.509  -0.126
O  2.939  0.888  0.693
Si  0.907  -0.880  0.822
Si  -4.616  0.477  -0.132
Cl  -5.484  -0.265  1.563
Cl  -5.231  2.410  -0.386
Cl  -5.479  -0.604  -1.706
H  1.500  -4.439  -1.022
H  -2.468  -1.657  -0.761
H  -2.269  1.176  0.176
H  4.091  1.656  -0.836
H  4.666  1.906  0.831
H  3.413  2.813  0.173
H  2.212  0.043  -1.050
H  1.328  1.474  -0.366
H  0.721  -0.660  2.348

As for the max |F|: 2.41 eV/A. As for the spin multiplicity: 1. The lowest unoccupied orbital energy (spin up / spin down) is -0.97 / -0.93 eV. For the HOMO energy (spin up / spin down), the calculation gives -7.798 / -8.614 eV. The charge is 0. The value obtained for the energy above the lowest of the compared OMol25 structures with the same formula, charge and spin is 73.3 kcal per mole. The frontier orbital gap (spin up / spin down) comes out at 6.832 / 7.682 eV. Its energy is -2268.7403 hartree.


No. 7
DFT (ωB97M-V/def2-TZVPD) results for a cluster of 2 separate species, C6H9ClF2 in total in a non-equilibrium geometry.

Atoms and positions in Å:
C  -2.224  0.503  -0.294
C  -3.748  0.081  -0.078
C  -2.759  0.255  1.066
C  1.919  -0.998  1.030
C  2.068  0.422  0.663
C  1.503  1.209  -0.255
H  -2.053  1.527  -0.727
H  -4.413  0.926  -0.356
H  -4.058  -1.084  -0.208
H  -2.840  1.136  1.711
H  -2.507  -0.752  1.448
H  2.888  -1.291  1.111
H  1.290  -1.310  1.858
H  3.085  0.729  1.329
H  0.852  0.921  -1.013
F  -1.224  -0.383  -0.635
F  1.992  2.477  -0.343
Cl  1.193  -1.675  -0.537

As for the max |F|: 4.33 eV/A. As for the spin multiplicity: 1. The lowest unoccupied orbital energy is 0.95 eV. For the HOMO energy, the calculation gives -9.556 eV. The charge is 0. The value obtained for the energy above the lowest of the compared OMol25 structures with the same formula, charge and spin is 17.4 kcal per mole. The frontier orbital gap comes out at 10.505 eV. The structure (SMILES) is F/C=C/CCl.FC1CC1. Its energy is -893.7983 hartree.


No. 8
DFT (ωB97M-V/def2-TZVPD) results for a cluster of 4 separate species, C6H9ClN3O4 in total in a non-equilibrium geometry.

Atoms and positions in Å:
Cl  -0.251  0.429  0.768
O  -0.408  -0.945  0.347
O  0.422  0.416  2.051
O  0.553  1.190  -0.171
O  -1.558  1.028  0.903
C  2.436  -1.381  -1.686
C  1.673  -1.376  -2.926
N  1.090  -1.371  -3.913
H  1.795  -1.797  -0.907
H  2.735  -0.362  -1.455
H  3.315  -2.023  -1.724
C  -1.491  4.676  -0.095
C  -1.157  5.891  0.720
N  -0.888  6.801  1.367
H  -1.229  4.875  -1.124
H  -2.566  4.642  0.095
H  -1.058  3.805  0.390
C  -0.269  -4.224  0.830
C  -1.136  -3.713  1.902
N  -1.826  -3.365  2.748
H  0.454  -3.474  0.532
H  -0.885  -4.655  0.047
H  0.248  -5.068  1.299

As for the max |F|: 2.49 eV/A. As for the spin multiplicity: 1. The lowest unoccupied orbital energy is 2.92 eV. For the HOMO energy, the calculation gives -6.314 eV. The charge is -1. The value obtained for the energy above the lowest of the compared OMol25 structures with the same formula, charge and spin is 0.0 kcal per mole. The frontier orbital gap comes out at 9.230 eV. Its energy is -1159.2478 hartree.